Entry 1
DFT (the ωB97M-V functional and the def2-TZVPD basis) results for C44H50LiO20S as an isolated structure.

Its HOMO-LUMO gap is 6.301 eV. Its charge is -1. The value obtained for the highest occupied orbital energy is -5.3054 eV. As for the spin multiplicity: 1.

Positions of all 116 atoms, in Å:
Li 0.513 -1.585 2.273
S 0.992 -0.403 -0.597
O 1.556 0.923 -0.838
O 1.866 -1.448 -1.150
O 0.929 -0.662 0.845
O -0.337 -0.491 -1.209
C 3.669 0.696 -3.227
O 3.909 0.885 -1.847
H 2.717 1.129 -3.378
H 3.532 -0.237 -3.621
H 4.613 1.043 -3.770
H 2.947 0.598 -1.453
C 0.802 -1.037 -4.813
O -0.426 -0.565 -5.380
H 0.791 -2.066 -4.852
H 0.794 -0.458 -3.689
H 1.693 -0.825 -5.305
H -1.172 -0.948 -4.822
C -1.696 3.189 -3.888
C -0.718 2.815 -2.954
C 0.060 3.799 -2.254
C -0.055 5.174 -2.496
C -0.994 5.444 -3.445
C -1.694 4.546 -4.171
O -2.514 5.074 -5.144
O 1.027 3.426 -1.349
H -2.172 2.409 -4.330
H -0.460 1.829 -2.822
H 0.699 5.763 -1.953
H -1.188 6.511 -3.763
H -2.642 4.301 -5.702
H 1.151 2.382 -1.266
C 1.277 -5.878 -3.196
C 0.587 -7.006 -2.826
C -0.305 -6.930 -1.788
C -0.361 -5.768 -0.986
C 0.379 -4.659 -1.309
C 1.131 -4.590 -2.426
O 1.843 -3.558 -2.808
O -1.040 -7.948 -1.407
H 1.920 -6.062 -4.113
H 0.657 -7.854 -3.212
H -1.043 -5.716 -0.082
H 0.288 -3.762 -0.837
H 1.616 -2.822 -2.307
H -1.292 -8.192 -0.581
C -4.178 -1.411 -3.719
C -4.593 -2.484 -4.349
C -3.786 -3.619 -4.465
C -2.474 -3.617 -3.878
C -2.032 -2.445 -3.233
C -2.826 -1.363 -3.199
O -2.434 -0.164 -2.657
O -4.085 -4.587 -5.249
H -4.895 -0.643 -3.451
H -5.671 -2.312 -4.657
H -1.711 -4.458 -4.051
H -0.982 -2.383 -2.939
H -1.561 -0.179 -2.252
H -3.443 -5.188 -4.925
C 4.126 -3.277 2.092
C 4.438 -2.742 3.403
C 4.691 -1.404 3.615
C 4.669 -0.528 2.462
C 4.478 -1.007 1.156
C 4.181 -2.398 0.958
O 3.633 -2.935 -0.220
O 4.765 -0.823 4.854
H 3.950 -4.380 2.052
H 4.342 -3.481 4.243
H 4.947 0.519 2.463
H 4.692 -0.332 0.502
H 2.919 -2.580 -0.620
H 4.936 0.064 5.040
C 2.187 2.212 2.478
C 1.972 2.545 3.826
C 2.864 3.483 4.381
C 3.833 4.085 3.775
C 4.064 3.785 2.456
C 3.105 2.976 1.727
O 3.352 2.635 0.475
O 2.619 3.770 5.660
H 1.658 1.403 1.999
H 1.192 2.161 4.566
H 4.467 4.744 4.326
H 4.845 4.297 1.884
H 2.608 2.175 0.108
H 1.805 3.478 6.056
C -3.495 2.848 1.323
C -2.850 1.872 0.616
C -3.154 0.459 0.801
C -4.079 0.154 1.910
C -4.621 1.141 2.697
C -4.413 2.493 2.389
O -5.189 3.444 3.015
O -2.644 -0.626 0.196
H -3.457 3.933 1.042
H -2.196 1.954 -0.400
H -4.151 -0.725 2.321
H -5.227 1.054 3.575
H -5.384 4.251 2.568
H -1.869 -0.498 -0.364
C -1.839 0.277 5.519
C -2.316 1.077 6.597
C -2.548 2.534 6.477
C -2.173 3.054 5.320
C -1.674 2.356 4.224
C -1.478 1.041 4.366
O -0.800 0.334 3.371
O -2.883 3.282 7.554
H -1.938 -0.696 5.687
H -2.576 0.400 7.381
H -2.262 4.025 5.205
H -1.439 2.695 3.234
H -0.647 1.028 2.636
H -3.209 2.780 8.299

Entry 2
DFT (the ωB97M-V functional and the def2-TZVPD basis) results for C44H50LiO20S as an isolated structure.

Its HOMO-LUMO gap is 6.409 eV. Its charge is -1. The value obtained for the highest occupied orbital energy is -4.8473 eV. As for the spin multiplicity: 1.

Positions of all 116 atoms, in Å:
Li -2.567 2.033 -2.614
S -0.611 0.315 -0.588
O -1.428 1.100 -1.379
O -1.502 -0.364 0.394
O 0.069 -0.578 -1.411
O 0.258 1.243 0.044
C -5.012 2.871 -0.696
O -4.124 1.945 -1.310
H -6.162 3.032 -1.003
H -4.494 3.658 -0.999
H -5.200 2.591 0.422
H -3.716 1.340 -0.522
C -3.161 0.254 -5.292
O -2.493 0.545 -4.071
H -2.974 -0.711 -5.717
H -2.848 0.987 -5.922
H -4.148 0.318 -5.083
H -1.692 0.115 -3.707
C 1.883 -2.968 0.080
C 2.952 -3.420 0.684
C 3.812 -4.401 -0.025
C 3.380 -4.869 -1.285
C 2.231 -4.419 -1.902
C 1.398 -3.450 -1.245
O 0.317 -2.930 -1.920
O 4.854 -5.114 0.526
H 1.269 -2.265 0.524
H 3.260 -3.000 1.794
H 4.063 -5.557 -1.634
H 2.164 -4.679 -2.890
H 0.243 -2.137 -1.803
H 5.378 -5.024 1.398
C -0.263 -0.581 3.441
C 0.590 -0.386 4.562
C 0.624 -1.382 5.587
C -0.202 -2.544 5.406
C -0.893 -2.827 4.242
C -0.792 -1.847 3.148
O -1.509 -2.239 2.058
O 1.548 -1.290 6.528
H -0.586 0.354 2.789
H 0.968 0.554 4.649
H -0.056 -3.157 6.447
H -1.253 -3.787 4.133
H -1.721 -1.440 1.281
H 1.515 -2.065 7.174
C -4.949 -1.283 -2.281
C -5.321 -1.801 -3.592
C -4.356 -2.814 -4.027
C -3.250 -3.195 -3.305
C -3.059 -2.656 -2.007
C -3.938 -1.758 -1.486
O -3.767 -1.247 -0.236
O -4.552 -3.217 -5.318
H -5.638 -0.481 -1.833
H -6.167 -1.696 -4.159
H -2.443 -3.807 -3.594
H -2.235 -3.093 -1.492
H -2.848 -0.898 -0.129
H -3.600 -3.610 -5.722
C -2.212 2.969 1.688
C -2.431 4.348 1.878
C -3.468 4.843 2.675
C -4.318 3.979 3.356
C -4.223 2.573 3.155
C -3.120 2.060 2.302
O -3.118 0.724 2.013
O -3.603 6.224 2.832
H -1.257 2.581 1.033
H -1.589 5.051 1.424
H -4.957 4.317 4.019
H -4.937 1.814 3.473
H -2.524 0.238 1.441
H -4.301 6.482 3.382
C 2.852 -2.170 -5.381
C 2.051 -1.591 -4.478
C 1.001 -0.701 -4.876
C 0.786 -0.462 -6.184
C 1.538 -1.093 -7.235
C 2.657 -1.978 -6.866
O 3.565 -2.480 -7.691
O 0.224 -0.117 -3.953
H 3.718 -2.851 -5.235
H 2.304 -1.893 -3.441
H 0.011 0.044 -6.625
H 1.493 -1.008 -8.253
H 3.238 -2.472 -8.625
H 0.376 -0.220 -3.020
C 6.248 0.209 1.650
C 5.534 0.365 0.370
C 4.144 0.430 0.400
C 3.446 0.594 1.648
C 4.148 0.315 2.766
C 5.509 0.062 2.914
O 6.082 -0.325 4.017
O 3.497 0.633 -0.742
H 7.244 -0.147 1.692
H 6.123 0.270 -0.580
H 2.461 0.707 1.697
H 3.653 0.373 3.590
H 5.472 -0.266 4.656
H 2.719 0.576 -0.596
C 2.976 4.695 3.765
C 2.816 4.425 2.470
C 1.719 3.547 2.181
C 0.850 2.950 3.150
C 1.172 3.315 4.474
C 2.160 4.156 4.742
O 2.431 4.442 6.072
O 1.395 3.369 0.823
H 3.760 5.522 4.034
H 3.321 4.833 1.665
H -0.078 2.382 3.014
H 0.680 3.096 5.400
H 2.740 5.325 6.177
H 0.801 2.690 0.666

entry 1 is favored, and the nearest alternative lies 0.1124 hartree above it.

Entry 1
DFT (the ωB97M-V functional and the def2-TZVPD basis) results for C40H33Br2IN2O2PRb as an isolated structure.

Its HOMO-LUMO gap is 6.468 eV. Its charge is 0. The value obtained for the highest occupied orbital energy is -6.5731 eV. As for the spin multiplicity: 1.

Positions of all 82 atoms, in Å:
Rb -0.430 0.060 -0.200
N 0.085 1.999 2.366
C -0.704 1.756 3.470
C -0.308 2.079 4.749
C -1.114 1.781 5.863
C -2.326 1.169 5.718
C -2.769 0.815 4.422
C -4.011 0.183 4.182
C -4.374 -0.138 2.906
C -3.482 0.157 1.854
N -2.323 0.739 2.035
C -1.960 1.088 3.296
H 0.833 2.662 2.487
H -0.387 2.138 1.483
H 0.642 2.580 4.897
H -0.759 2.059 6.847
H -2.955 0.951 6.572
H -4.663 -0.035 5.020
H -5.317 -0.618 2.683
H -3.749 -0.101 0.832
Br 1.357 -2.326 1.859
C 3.078 -1.516 1.529
Br 2.989 0.039 0.392
H 3.701 -2.256 1.044
H 3.490 -1.211 2.481
C -3.763 3.209 -2.101
C -2.358 2.692 -1.829
O -2.272 1.547 -1.379
C -1.220 3.551 -2.132
C -1.432 4.644 -3.003
C -0.428 5.476 -3.420
C 0.873 5.241 -2.940
C 1.125 4.217 -2.073
C 0.106 3.319 -1.603
O 0.408 2.423 -0.755
H -4.462 2.550 -1.590
H -3.978 3.181 -3.171
H -3.899 4.234 -1.760
H -2.431 4.818 -3.382
H -0.628 6.290 -4.104
H 1.689 5.882 -3.255
H 2.125 4.044 -1.693
I 1.198 -2.539 -2.347
C 0.010 -3.205 -3.953
C 0.616 -3.011 -5.168
C 0.105 -3.578 -6.346
C -0.977 -4.399 -6.268
C -1.634 -4.612 -5.034
C -2.729 -5.511 -5.000
C -3.406 -5.748 -3.845
C -3.062 -5.012 -2.698
C -2.027 -4.109 -2.674
P -1.974 -2.964 -1.234
C -3.744 -2.597 -0.932
C -4.208 -1.397 -1.472
C -5.516 -0.984 -1.258
C -6.368 -1.756 -0.481
C -5.909 -2.942 0.078
C -4.607 -3.361 -0.146
C -1.545 -4.046 0.169
C -0.930 -5.284 0.032
C -0.508 -5.991 1.153
C -0.701 -5.471 2.422
C -1.312 -4.230 2.571
C -1.720 -3.521 1.455
C -1.205 -3.950 -3.843
H 1.532 -2.438 -5.217
H 0.607 -3.395 -7.286
H -1.358 -4.907 -7.145
H -3.006 -6.007 -5.922
H -4.229 -6.449 -3.809
H -3.672 -5.128 -1.811
H -3.532 -0.762 -2.034
H -5.859 -0.048 -1.681
H -7.384 -1.429 -0.302
H -6.568 -3.542 0.693
H -4.252 -4.279 0.308
H -0.775 -5.702 -0.955
H -0.028 -6.953 1.026
H -0.373 -6.024 3.293
H -1.463 -3.809 3.558
H -2.187 -2.549 1.587

Entry 2
DFT (the ωB97M-V functional and the def2-TZVPD basis) results for C40H33Br2IN2O2PRb as an isolated structure.

Its HOMO-LUMO gap is 7.296 eV. Its charge is 0. The value obtained for the highest occupied orbital energy is -7.1537 eV. As for the spin multiplicity: 1.

Positions of all 82 atoms, in Å:
Rb 0.163 -0.021 0.103
N -0.024 -2.738 2.107
C -0.398 -2.461 3.422
C -0.173 -3.332 4.456
C -0.549 -3.004 5.781
C -1.152 -1.817 6.073
C -1.381 -0.886 5.031
C -1.981 0.379 5.248
C -2.149 1.243 4.209
C -1.707 0.850 2.928
N -1.153 -0.312 2.681
C -0.994 -1.191 3.713
H 0.208 -3.692 1.908
H -0.611 -2.318 1.409
H 0.297 -4.291 4.250
H -0.361 -3.722 6.569
H -1.455 -1.573 7.087
H -2.298 0.646 6.252
H -2.608 2.214 4.348
H -1.817 1.530 2.082
Br 3.156 -1.489 0.424
C 2.598 -1.961 -1.364
Br 0.992 -3.047 -1.337
H 3.384 -2.531 -1.826
H 2.337 -1.041 -1.882
C 2.168 4.238 0.450
C 1.785 3.009 -0.355
O 0.868 2.307 0.075
C 2.521 2.709 -1.593
C 3.515 3.608 -2.041
C 4.245 3.395 -3.184
C 3.988 2.231 -3.935
C 3.034 1.327 -3.535
C 2.258 1.518 -2.352
O 1.383 0.636 -2.012
H 1.531 4.279 1.328
H 2.031 5.151 -0.136
H 3.215 4.193 0.760
H 3.711 4.508 -1.466
H 4.999 4.106 -3.500
H 4.546 2.049 -4.847
H 2.822 0.438 -4.121
I -1.086 1.779 -2.597
C -2.974 2.588 -3.038
C -2.887 3.702 -3.828
C -4.033 4.358 -4.323
C -5.258 3.843 -4.048
C -5.396 2.679 -3.247
C -6.699 2.155 -3.066
C -6.897 1.020 -2.350
C -5.795 0.413 -1.719
C -4.511 0.892 -1.806
P -3.272 0.035 -0.680
C -4.274 -0.157 0.862
C -5.142 0.852 1.289
C -5.730 0.809 2.551
C -5.455 -0.242 3.416
C -4.576 -1.243 3.018
C -3.986 -1.191 1.760
C -3.295 -1.675 -1.419
C -4.248 -2.663 -1.149
C -4.206 -3.895 -1.792
C -3.207 -4.170 -2.720
C -2.248 -3.204 -2.996
C -2.292 -1.971 -2.349
C -4.254 2.034 -2.662
H -1.905 4.077 -4.097
H -3.925 5.242 -4.940
H -6.158 4.301 -4.446
H -7.532 2.674 -3.531
H -7.889 0.598 -2.234
H -5.988 -0.459 -1.109
H -5.369 1.681 0.627
H -6.408 1.599 2.853
H -5.911 -0.276 4.399
H -4.337 -2.060 3.691
H -3.287 -1.969 1.476
H -5.032 -2.481 -0.425
H -4.961 -4.644 -1.568
H -3.177 -5.132 -3.223
H -1.457 -3.407 -3.711
H -1.537 -1.227 -2.580

Entry 3
DFT (the ωB97M-V functional and the def2-TZVPD basis) results for C40H33Br2IN2O2PRb as an isolated structure.

Its HOMO-LUMO gap is 6.660 eV. Its charge is 0. The value obtained for the highest occupied orbital energy is -6.7100 eV. As for the spin multiplicity: 1.

Positions of all 82 atoms, in Å:
Rb -0.474 0.905 -1.319
N -0.882 4.135 -1.244
C -0.331 4.791 -0.167
C -0.044 6.141 -0.183
C 0.557 6.771 0.918
C 0.868 6.075 2.054
C 0.590 4.693 2.117
C 0.858 3.897 3.255
C 0.554 2.564 3.241
C 0.002 2.011 2.069
N -0.251 2.712 0.994
C 0.009 4.040 1.002
H -1.362 4.709 -1.917
H -1.375 3.276 -1.046
H -0.288 6.724 -1.064
H 0.768 7.832 0.868
H 1.325 6.561 2.908
H 1.299 4.366 4.127
H 0.725 1.933 4.103
H -0.241 0.952 2.022
Br 2.773 1.613 -2.242
C 2.347 2.027 -4.084
Br 0.438 2.041 -4.376
H 2.791 1.265 -4.710
H 2.741 3.009 -4.305
C -4.445 0.371 1.248
C -3.656 0.520 -0.046
O -2.433 0.362 0.013
C -4.380 0.807 -1.267
C -5.771 0.582 -1.335
C -6.483 0.739 -2.495
C -5.803 1.144 -3.658
C -4.464 1.408 -3.633
C -3.679 1.289 -2.437
O -2.457 1.627 -2.430
H -3.748 0.430 2.082
H -4.940 -0.602 1.270
H -5.201 1.149 1.346
H -6.295 0.240 -0.451
H -7.547 0.542 -2.519
H -6.357 1.249 -4.584
H -3.938 1.725 -4.526
I 0.861 -1.957 -3.225
C 0.692 -3.883 -2.365
C 0.134 -4.809 -3.202
C 0.192 -6.181 -2.902
C 0.869 -6.591 -1.795
C 1.419 -5.654 -0.890
C 2.114 -6.124 0.245
C 2.630 -5.251 1.156
C 2.398 -3.879 0.999
C 1.717 -3.362 -0.080
P 1.251 -1.563 0.052
C 0.482 -1.633 1.726
C -0.896 -1.852 1.704
C -1.627 -1.912 2.880
C -0.992 -1.729 4.100
C 0.377 -1.502 4.133
C 1.112 -1.459 2.957
C 2.923 -0.856 0.314
C 4.012 -1.372 -0.391
C 5.261 -0.781 -0.290
C 5.440 0.343 0.504
C 4.354 0.894 1.167
C 3.101 0.306 1.065
C 1.276 -4.245 -1.114
H -0.327 -4.494 -4.128
H -0.253 -6.896 -3.581
H 1.006 -7.646 -1.586
H 2.226 -7.194 0.370
H 3.177 -5.614 2.016
H 2.746 -3.211 1.775
H -1.404 -1.954 0.753
H -2.695 -2.080 2.838
H -1.562 -1.755 5.019
H 0.874 -1.358 5.085
H 2.179 -1.286 3.015
H 3.878 -2.241 -1.023
H 6.102 -1.195 -0.832
H 6.418 0.797 0.601
H 4.480 1.788 1.766
H 2.256 0.765 1.563

entry 1 is favored, and the nearest alternative lies 0.0094 hartree above it.